[1]
10
Properties=species:S:1:pos:R:3:forces:R:3 method="wB97M-V/def2-TZVPD" homo_energy_ev=-15.41 homo_lumo_gap_ev=11.014 e_lumo_ev=-4.39 max_force_ev_per_a=6.35 charge=+1
C 0.64686 -0.33097 -0.22915 -0.67 0.43 -0.38
C -2.82482 0.95813 -0.07136 -1.92 -1.85 0.14
N 2.01737 -0.31254 -0.23959 -4.58 -2.89 -3.31
N -0.18322 0.50053 0.38442 3.90 -1.72 -0.17
S -3.71933 -0.29458 0.09012 0.86 1.76 -0.26
H 0.02450 -1.06066 -0.84305 1.74 0.84 0.25
H -1.14083 0.56595 0.14284 -1.20 0.07 -0.24
H 2.42613 -1.07372 -0.79400 -0.26 0.51 0.32
H 2.58461 -0.03511 0.45855 1.92 1.78 3.02
H 0.16873 1.08298 1.10120 0.20 1.07 0.64

***

[2]
10
Properties=species:S:1:pos:R:3:forces:R:3 method="wB97M-V/def2-TZVPD" homo_energy_ev=-9.35 homo_lumo_gap_ev=9.857 e_lumo_ev=0.50 max_force_ev_per_a=7.78 charge=0
C -0.24504 1.39964 -0.09893 4.51 0.83 -4.12
C 0.06797 -1.01571 0.11399 1.92 -3.35 0.65
H 1.09213 1.07070 -1.52326 0.27 -1.28 -0.58
H -0.50908 2.24117 0.46615 -1.52 0.65 1.03
H -1.06557 0.22468 1.25095 1.24 -0.98 -1.57
H 0.60079 -1.20321 -0.96880 -1.65 0.52 2.64
H -0.05743 -2.78797 0.29661 0.95 2.20 4.08
N 0.56708 1.77419 -1.06692 -2.24 0.45 2.38
N -0.47806 0.14427 0.36441 -2.97 3.89 2.68
N 0.02721 -1.84776 1.16580 -0.51 -2.92 -7.19

***

[3]
10
Properties=species:S:1:pos:R:3:forces:R:3 method="wB97M-V/def2-TZVPD" homo_energy_ev=-9.47 homo_lumo_gap_ev=10.205 e_lumo_ev=0.73 max_force_ev_per_a=4.02 charge=0
H -0.96351 -1.35969 -0.11507 -0.86 -0.26 0.77
N -1.79014 -0.76068 0.03419 0.49 0.05 -2.05
C -1.38169 0.43748 -0.14066 -0.75 -1.72 2.35
N -0.05311 0.85480 0.11210 -1.10 1.19 -1.18
C 0.96991 -0.10387 0.08027 3.08 -0.19 0.64
N 2.28737 0.00296 -0.08193 -2.44 -2.45 -0.80
H 2.72675 -1.05949 -0.22046 -1.71 3.49 1.04
H -2.20478 1.17035 -0.19539 1.03 0.38 -0.01
H -0.13608 1.88089 0.11410 1.97 -0.76 -0.13
H 0.54529 -1.06274 0.41284 0.29 0.27 -0.63

***

[4]
10
Properties=species:S:1:pos:R:3:forces:R:3 method="wB97M-V/def2-TZVPD" homo_energy_ev=-9.35 homo_lumo_gap_ev=10.396 e_lumo_ev=1.04 max_force_ev_per_a=4.10 charge=0
C -1.83925 -0.26575 0.02219 0.09 -3.27 -1.71
N -0.73593 -0.88283 -0.14567 -0.39 -0.04 -1.01
N 0.41669 -0.53936 0.48435 1.20 -0.37 -0.16
C 1.17169 0.63370 0.27489 -1.12 -1.19 -2.54
N 1.78408 -0.58502 -0.34674 -2.49 0.65 -0.68
H -2.78367 -0.71048 -0.35774 1.04 -0.05 -0.24
H -2.04459 0.54420 0.57557 0.05 3.26 2.29
H 1.71082 0.89731 1.06821 2.07 1.04 3.39
H 0.79525 1.52817 -0.19166 -0.39 -0.19 -1.05
H 1.52492 -0.61994 -1.38340 -0.05 0.17 1.71

***

[5]
11
Properties=species:S:1:pos:R:3:forces:R:3 method="wB97M-V/def2-TZVPD" homo_energy_ev=-9.50 homo_lumo_gap_ev=9.722 e_lumo_ev=0.22 max_force_ev_per_a=7.06 charge=0
H -0.67504 1.54372 0.65091 -3.53 0.31 2.06
N 0.17103 1.40401 0.27074 5.91 -3.07 -2.21
C 0.46103 0.09935 0.09358 -2.04 4.88 0.40
N 1.63689 -0.34824 -0.29302 6.84 1.71 -0.44
C -0.52243 -0.89311 0.33695 -2.04 -1.83 0.81
N -1.77923 -0.80145 0.00200 2.06 -0.51 1.99
O -2.14323 0.44246 -0.32902 -2.30 0.37 -1.58
H 2.53822 0.36190 -0.12402 -3.57 -2.28 -0.82
H 1.92598 -1.11768 -0.93639 -1.32 0.85 1.18
H -0.17598 -1.65926 1.05716 -0.63 -0.45 -1.25
H -1.43723 0.96829 -0.72889 0.61 0.03 -0.14

***

[6]
11
Properties=species:S:1:pos:R:3:forces:R:3 method="wB97M-V/def2-TZVPD" homo_energy_ev=-8.80 homo_lumo_gap_ev=9.206 e_lumo_ev=0.40 max_force_ev_per_a=5.44 charge=0
C 1.57943 0.20232 -0.18002 -0.34 -1.70 0.22
C -1.95636 0.09935 -0.04063 -1.15 2.39 -1.94
H 2.28367 -1.61236 0.66339 1.44 3.89 -3.22
H 1.55652 1.31740 -0.64922 -0.01 -2.82 1.09
H -0.21831 -1.23890 0.37944 2.11 1.49 -0.70
H -0.53909 1.66029 -0.14546 -0.68 -3.90 2.02
H -2.84556 0.82856 -0.39359 2.09 -0.93 1.29
N 2.66951 -0.51534 -0.15926 -3.34 -1.85 2.93
N 0.30996 -0.28773 0.39181 0.54 0.50 -0.42
N -0.75638 0.61910 0.34297 -0.11 5.17 -1.71
O -2.08340 -1.07266 -0.20943 -0.55 -2.24 0.43

***

[7]
11
Properties=species:S:1:pos:R:3:forces:R:3 method="wB97M-V/def2-TZVPD" homo_energy_ev=-8.64 homo_lumo_gap_ev=9.406 e_lumo_ev=0.77 max_force_ev_per_a=0.52 charge=0
N 1.41047 -1.63534 -0.25070 0.10 0.00 -0.13
C 1.18041 -0.33579 0.15414 0.31 0.10 0.10
O 1.99808 0.33423 0.73417 -0.27 -0.35 -0.28
N -0.13721 0.08880 -0.12523 0.11 0.19 0.15
C -0.49797 1.34343 0.24621 -0.33 -0.30 0.07
N -1.81346 1.53677 0.17922 0.12 0.01 0.32
H 2.38899 -1.87810 -0.20274 -0.10 -0.06 -0.01
H 0.93135 -1.96724 -1.07501 0.05 0.03 0.09
H -0.81645 -0.64740 -0.33815 0.14 0.18 0.01
H -2.12572 2.33514 0.70314 -0.30 0.14 -0.37
H -2.51850 0.82550 -0.02505 0.18 0.06 0.05

***

[8]
11
Properties=species:S:1:pos:R:3:forces:R:3 method="wB97M-V/def2-TZVPD" homo_energy_ev=-8.82 homo_lumo_gap_ev=7.958 e_lumo_ev=-0.86 max_force_ev_per_a=0.63 charge=0
H 1.01236 -1.48921 1.11285 -0.07 0.07 -0.04
N 1.26579 -0.50565 1.15254 -0.08 0.16 -0.23
C 0.72588 0.18058 0.22206 -0.04 -0.06 0.11
N 1.05050 1.46251 -0.07597 -0.06 -0.05 0.01
N -0.26484 -0.34630 -0.64995 -0.24 -0.08 0.01
C -1.29965 -1.04478 -0.22115 0.22 0.52 -0.27
O -1.14758 0.51009 -1.38997 0.20 -0.43 0.42
H 1.70887 1.91751 0.53285 -0.06 -0.06 -0.01
H 0.36936 2.01631 -0.57162 0.02 -0.10 0.02
H -1.53670 -1.11750 0.84096 0.07 0.00 0.00
H -1.88398 -1.58356 -0.95260 0.04 0.04 -0.03

***

Please write out number 1 again, unchanged.
10
Properties=species:S:1:pos:R:3:forces:R:3 method="wB97M-V/def2-TZVPD" homo_energy_ev=-15.41 homo_lumo_gap_ev=11.014 e_lumo_ev=-4.39 max_force_ev_per_a=6.35 charge=+1
C 0.64686 -0.33097 -0.22915 -0.67 0.43 -0.38
C -2.82482 0.95813 -0.07136 -1.92 -1.85 0.14
N 2.01737 -0.31254 -0.23959 -4.58 -2.89 -3.31
N -0.18322 0.50053 0.38442 3.90 -1.72 -0.17
S -3.71933 -0.29458 0.09012 0.86 1.76 -0.26
H 0.02450 -1.06066 -0.84305 1.74 0.84 0.25
H -1.14083 0.56595 0.14284 -1.20 0.07 -0.24
H 2.42613 -1.07372 -0.79400 -0.26 0.51 0.32
H 2.58461 -0.03511 0.45855 1.92 1.78 3.02
H 0.16873 1.08298 1.10120 0.20 1.07 0.64